The following is a DFT calculation (wB97M-V/def2-TZVPD) of a molecular structure, C5F15O15S5Sn.

Element x y z (Å)
Sn1 0.17 -0.42 0.51
C1 -1.02 -4.41 -2.86
F1 -1.99 -4.83 -2.04
F2 0.16 -4.89 -2.43
F3 -1.28 -4.99 -4.05
S1 -1.05 -2.56 -3.00
O1 -2.46 -2.31 -3.15
O2 -0.52 -2.13 -1.71
O3 -0.22 -2.28 -4.14
C2 3.64 2.07 -2.00
F4 4.08 3.11 -1.28
F5 3.95 2.28 -3.29
F6 4.31 0.96 -1.64
S2 1.81 1.83 -1.70
O4 1.78 1.79 -0.24
O5 1.23 2.98 -2.35
O6 1.43 0.57 -2.31
C3 -3.83 -1.14 2.89
F7 -4.69 -2.17 2.73
F8 -4.07 -0.24 1.95
F9 -4.08 -0.57 4.08
S3 -2.11 -1.80 2.77
O7 -2.03 -2.76 3.85
O8 -2.03 -2.39 1.44
O9 -1.21 -0.66 2.90
C4 4.51 0.51 2.39
F10 5.44 1.15 3.14
F11 4.42 1.17 1.24
F12 4.97 -0.73 2.18
S4 2.90 0.57 3.31
O10 2.02 -0.32 2.55
O11 3.21 0.10 4.65
O12 2.58 1.97 3.27
C5 -2.42 3.34 -1.37
F13 -1.87 4.23 -0.54
F14 -3.61 3.85 -1.77
F15 -1.67 3.23 -2.46
S5 -2.62 1.68 -0.52
O13 -2.46 0.68 -1.54
O14 -1.47 1.71 0.41
O15 -3.90 1.79 0.14

Relative energy (zero: lowest compared OMol25 entry of this formula, charge and spin) in kcal/mol: 0.00
2S+1: 1
F_max in eV Å⁻¹: 1.341
DFT total energy in eV: -136671.0290
Lowest unoccupied orbital energy in Ha: 0.2376
Kohn-Sham gap in eV: 8.748
Charge: -3